# 1
{
  "formula": "C3H5O3Sm",
  "method": "ωB97M-V with the def2-TZVPD basis set",
  "species": ["H", "O", "C", "C", "O", "O", "C", "Sm", "H", "H", "H", "H"],
  "xyz": [[-0.809, -1.202, -1.173], [-0.427, -0.335, -0.960], [-1.567, -0.153, 1.001], [0.809, -0.438, -0.225], [-2.371, -0.880, 1.370], [-0.745, 0.734, 1.200], [0.726, 0.661, 0.803], [-0.381, 1.336, -3.573], [1.709, -0.390, -0.844], [0.873, -1.405, 0.292], [0.948, 1.639, 0.367], [1.234, 0.432, 1.743]],
  "nbo_charge": [0.529, -0.772, 1.096, -0.148, -0.267, -0.401, -0.055, 1.021, 0.248, 0.229, 0.245, 0.276],
  "e_tot_ev": -27217.271,
  "charge": 2,
  "multiplicity": 8,
  "e_lumo_ev": [-8.44, -8.52],
  "de_lowest_kj_mol": 125.3,
  "orbital_gap_ev": [4.83, 12.19]
}

=====

# 2
{
  "formula": "C6H12O",
  "method": "ωB97M-V with the def2-TZVPD basis set",
  "species": ["C", "C", "C", "C", "O", "C", "C", "H", "H", "H", "H", "H", "H", "H", "H", "H", "H", "H", "H"],
  "xyz": [[-1.806, -1.070, -0.393], [-0.700, 0.001, -0.466], [-1.197, 1.319, 0.143], [0.548, -0.581, 0.218], [1.052, -1.665, -0.459], [2.324, -1.063, -0.191], [1.786, 0.735, 0.150], [-2.690, -0.734, -0.952], [-1.471, -2.024, -0.815], [-2.114, -1.239, 0.648], [-0.439, 0.159, -1.522], [-1.300, 1.239, 1.235], [-2.186, 1.565, -0.263], [-0.536, 2.164, -0.078], [0.406, -0.769, 1.296], [2.580, -1.386, 0.859], [1.777, 1.198, -0.840], [2.789, 0.811, 0.590], [1.176, 1.337, 0.842]],
  "nbo_charge": [-0.603, -0.252, -0.618, 0.199, -0.559, 0.034, -0.685, 0.215, 0.230, 0.203, 0.217, 0.206, 0.222, 0.215, 0.179, 0.088, 0.229, 0.268, 0.212],
  "e_tot_ev": -8458.781,
  "multiplicity": 1,
  "e_lumo_ev": 0.93,
  "de_lowest_kj_mol": 537.7,
  "orbital_gap_ev": 8.94
}

=====

# 3
{
  "formula": "C2H3N3O",
  "method": "ωB97M-V with the def2-TZVPD basis set",
  "species": ["O", "C", "N", "C", "N", "N", "H", "H", "H"],
  "xyz": [[-1.787, -0.362, 0.155], [-0.466, -0.106, 0.045], [0.444, -0.838, -0.408], [1.614, -0.866, -0.907], [0.985, 1.721, 0.466], [-0.131, 1.243, 0.488], [-1.995, -1.135, -0.387], [2.323, -1.402, -0.251], [-0.987, 1.745, 0.799]],
  "nbo_charge": [-0.668, 0.527, -0.436, 0.045, -0.192, -0.274, 0.505, 0.149, 0.344],
  "e_tot_ev": -8635.090,
  "multiplicity": 1,
  "e_lumo_ev": 0.30,
  "de_lowest_kj_mol": 521.4,
  "orbital_gap_ev": 8.53
}

=====

# 4
{
  "formula": "C16H24BeN6Si2",
  "method": "ωB97M-V with the def2-TZVPD basis set",
  "species": ["Be", "C", "Si", "C", "C", "C", "C", "C", "C", "C", "Si", "C", "C", "H", "H", "H", "H", "H", "H", "H", "H", "H", "H", "H", "H", "H", "H", "H", "H", "N", "N", "N", "C", "N", "N", "H", "H", "H", "C", "C", "C", "N", "C", "C", "H", "H", "H", "H", "H"],
  "xyz": [[0.136, 0.327, 0.069], [1.709, -1.775, 2.407], [0.053, -1.292, 1.603], [-1.153, -1.208, 3.079], [-0.503, -2.814, 0.598], [-0.573, -4.093, 1.165], [-0.996, -5.188, 0.433], [-1.365, -5.024, -0.899], [-1.303, -3.767, -1.476], [-0.875, -2.647, -0.752], [-0.787, -0.908, -1.536], [0.096, -1.146, -3.206], [-2.575, -0.469, -2.017], [1.611, -2.698, 2.986], [2.060, -0.992, 3.083], [2.491, -1.944, 1.663], [-1.030, -2.082, 3.725], [-2.198, -1.205, 2.758], [-0.985, -0.319, 3.694], [-0.290, -4.237, 2.204], [-1.041, -6.169, 0.892], [-1.698, -5.876, -1.479], [-1.594, -3.656, -2.516], [-0.437, -1.867, -3.834], [1.115, -1.520, -3.084], [0.153, -0.205, -3.759], [-3.018, -1.250, -2.641], [-2.611, 0.468, -2.579], [-3.215, -0.356, -1.138], [-2.334, 4.765, 0.025], [-2.020, 3.441, 0.310], [-2.773, 2.689, 1.074], [-2.045, 1.582, 1.151], [-0.918, 1.694, 0.435], [-0.907, 2.907, -0.085], [-3.313, 4.871, 0.270], [-2.220, 4.885, -0.977], [-2.317, 0.704, 1.705], [4.452, 1.386, -0.706], [3.595, 2.381, -0.270], [2.264, 2.070, -0.053], [1.773, 0.844, -0.249], [2.603, -0.117, -0.679], [3.943, 0.112, -0.914], [5.498, 1.596, -0.881], [3.942, 3.389, -0.095], [1.562, 2.820, 0.285], [2.157, -1.091, -0.832], [4.568, -0.701, -1.255]],
  "nbo_charge": [1.350, -1.088, 0.654, -1.094, -0.463, -0.145, -0.242, -0.221, -0.206, -0.426, 0.662, -1.089, -1.089, 0.219, 0.222, 0.218, 0.227, 0.215, 0.219, 0.185, 0.203, 0.204, 0.195, 0.219, 0.217, 0.222, 0.223, 0.215, 0.218, -0.594, 0.173, -0.258, 0.157, -0.464, -0.050, 0.390, 0.383, 0.252, -0.157, -0.248, 0.061, -0.629, 0.067, -0.235, 0.224, 0.227, 0.213, 0.231, 0.231],
  "e_tot_ev": -42078.656,
  "multiplicity": 1,
  "e_lumo_ev": 0.23,
  "de_lowest_kj_mol": 0.0,
  "orbital_gap_ev": 6.43
}

=====

# 5
{
  "formula": "C6H8Cl4CuF6O6S2",
  "method": "ωB97M-V with the def2-TZVPD basis set",
  "species": ["Cu", "C", "F", "F", "F", "S", "O", "O", "O", "C", "F", "F", "F", "S", "O", "O", "O", "Cl", "C", "C", "Cl", "H", "H", "H", "H", "Cl", "C", "C", "Cl", "H", "H", "H", "H"],
  "xyz": [[0.028, 0.390, -0.847], [4.556, 0.836, 2.906], [5.247, 1.921, 2.572], [5.300, 0.050, 3.650], [3.478, 1.077, 3.637], [3.962, -0.145, 1.361], [4.904, -1.204, 1.056], [2.580, -0.549, 1.715], [3.672, 0.694, 0.226], [-4.981, 3.271, -2.742], [-6.229, 2.929, -2.554], [-4.768, 3.926, -3.874], [-4.567, 4.040, -1.735], [-3.840, 1.696, -2.839], [-3.712, 1.111, -1.483], [-4.385, 0.769, -3.837], [-2.458, 2.170, -3.042], [2.468, -2.312, -4.436], [2.646, -4.036, -3.959], [1.247, -4.698, -3.986], [0.309, -3.837, -2.760], [3.221, -4.020, -3.032], [3.296, -4.463, -4.723], [1.445, -5.759, -3.828], [0.665, -4.619, -4.904], [-1.040, 2.294, 3.016], [-1.864, 2.091, 4.569], [-1.654, 0.689, 5.122], [-2.475, -0.387, 4.051], [-2.860, 2.388, 4.240], [-1.469, 2.869, 5.223], [-2.086, 0.515, 6.107], [-0.634, 0.305, 5.131]],
  "nbo_charge": [0.971, 0.743, -0.313, -0.315, -0.315, 2.262, -0.955, -1.050, -1.037, 0.804, -0.274, -0.288, -0.294, 2.156, -0.632, -0.778, -0.689, -0.085, -0.378, -0.395, -0.061, 0.244, 0.221, 0.225, 0.230, -0.077, -0.386, -0.421, -0.046, 0.232, 0.226, 0.230, 0.246],
  "e_tot_ev": -151333.899,
  "multiplicity": 2,
  "e_lumo_ev": [-3.69, -5.88],
  "de_lowest_kj_mol": 0.0,
  "orbital_gap_ev": [4.16, 1.97]
}

=====

# 6
{
  "formula": "C2H6N2Si",
  "method": "ωB97M-V with the def2-TZVPD basis set",
  "species": ["C", "C", "N", "N", "Si", "H", "H", "H", "H", "H", "H"],
  "xyz": [[0.986, -0.904, 0.031], [0.936, 0.629, -0.110], [-0.294, -1.603, 0.006], [-1.300, -0.997, -0.322], [-1.575, 0.759, 0.013], [1.541, -1.344, -0.822], [1.511, -1.380, 0.839], [1.340, 1.263, 0.706], [1.239, 1.042, -1.070], [-1.931, 0.721, 1.513], [-2.454, 1.812, -0.785]],
  "nbo_charge": [-0.369, -0.673, -0.042, -0.520, 1.003, 0.225, 0.226, 0.217, 0.208, -0.152, -0.123],
  "e_tot_ev": -13025.246,
  "multiplicity": 1,
  "e_lumo_ev": 0.25,
  "de_lowest_kj_mol": 305.4,
  "orbital_gap_ev": 8.28
}